--- A ---
{"formula": "C5H7NO2", "method": "ωB97M-V with the def2-TZVPD basis set", "symbols": ["C", "C", "N", "C", "O", "H", "H", "H", "C", "C", "O", "H", "H", "H", "H"], "xyz": [[-1.36, -0.94, -1.27], [-0.97, 0.11, -0.62], [-0.77, 1.24, -0.16], [-1.44, 2.20, 0.52], [-2.33, 2.87, 0.06], [-1.88, -0.88, -2.20], [-1.13, -1.92, -0.87], [-0.99, 2.38, 1.51], [1.98, -0.81, -0.05], [0.91, -0.62, 1.00], [0.20, -1.48, 1.46], [2.01, 0.07, -0.69], [2.95, -0.91, 0.44], [1.77, -1.69, -0.65], [1.05, 0.38, 1.52]], "homo_energy_ha": -0.3508, "multiplicity": 1, "smiles": "C=C=NC=O.CC=O"}

---

--- B ---
{"formula": "C5H7NO2", "method": "ωB97M-V with the def2-TZVPD basis set", "symbols": ["C", "C", "N", "C", "C", "C", "O", "O", "H", "H", "H", "H", "H", "H", "H"], "xyz": [[1.04, -2.17, 0.18], [-0.04, -1.30, -0.20], [-1.01, -0.91, -0.82], [-0.53, 0.36, -0.10], [-1.52, 0.92, 0.86], [0.54, 1.11, -0.71], [1.66, 0.68, -0.98], [0.22, 2.41, -0.99], [1.40, -2.70, -0.70], [1.86, -1.55, 0.56], [0.71, -2.89, 0.93], [-2.55, 0.74, 0.53], [-1.39, 2.00, 0.94], [-1.41, 0.50, 1.86], [1.03, 2.79, -1.36]], "homo_energy_ha": -0.3096, "multiplicity": 1, "smiles": "CC1=N[C@]1(C)C(=O)O"}

---

Relative energies, eV: A 0.422; B 0.000.

---

--- A ---
{"formula": "C5H7NO2", "method": "ωB97M-V with the def2-TZVPD basis set", "symbols": ["C", "C", "C", "C", "C", "H", "H", "H", "H", "H", "H", "H", "N", "O", "O"], "xyz": [[1.83, -0.27, 0.94], [0.92, 0.29, -1.10], [-0.36, 0.10, -0.51], [-1.32, 0.98, 0.09], [-2.31, -0.92, -0.12], [0.60, -0.46, 1.27], [2.22, -1.16, 1.51], [1.94, 0.85, 1.22], [0.87, 1.53, -0.42], [1.15, 0.23, -2.11], [-1.14, 2.05, 0.01], [-2.80, -1.80, -0.01], [-2.62, 0.28, 0.16], [1.98, -0.50, -0.51], [-0.94, -1.19, -0.42]], "homo_energy_ha": -0.3449, "multiplicity": 1}

---

--- B ---
{"formula": "C5H7NO2", "method": "ωB97M-V with the def2-TZVPD basis set", "symbols": ["H", "N", "C", "C", "C", "O", "O", "H", "H", "H", "H", "C", "C", "H", "H"], "xyz": [[-2.11, 0.34, -0.84], [-1.32, 0.83, -0.42], [-0.17, 0.41, -0.01], [0.57, 1.08, 1.13], [0.92, 0.32, -1.30], [2.03, 0.77, -1.27], [0.24, 0.36, -2.45], [-0.10, 1.13, 1.99], [0.88, 2.08, 0.83], [1.47, 0.52, 1.36], [-0.71, 0.21, -2.19], [0.11, -2.29, 0.50], [-0.69, -1.43, 0.86], [0.46, -3.30, 0.53], [-1.59, -1.04, 1.28]], "homo_energy_ha": [-0.3222, -0.3222], "multiplicity": 1, "smiles": "[H]/N=C(/C)C(=O)O.C#C"}

---

Relative energies, eV: A 0.000; B 0.900.

---

--- A ---
{"formula": "C5H7NO2", "method": "ωB97M-V with the def2-TZVPD basis set", "symbols": ["C", "C", "O", "C", "O", "C", "C", "N", "H", "H", "H", "H", "H", "H", "H"], "xyz": [[-0.69, -1.53, -0.28], [-0.35, -0.35, 0.60], [-0.41, -0.33, 1.82], [-0.80, 1.08, -0.20], [-1.36, 1.97, 0.70], [0.64, 1.23, -0.45], [1.50, 0.19, -0.35], [2.47, -0.47, -0.70], [-0.37, -1.38, -1.31], [-0.23, -2.43, 0.13], [-1.78, -1.66, -0.28], [-1.44, 0.90, -1.07], [-1.12, 1.65, 1.59], [1.04, 2.21, -0.20], [2.90, -1.07, 0.00]], "homo_energy_ha": -0.3162, "multiplicity": 1, "smiles": "CC(=O)[C@@H](O)C=C=N"}

---

--- B ---
{"formula": "C5H7NO2", "method": "ωB97M-V with the def2-TZVPD basis set", "symbols": ["C", "C", "C", "C", "C", "N", "O", "O", "H", "H", "H", "H", "H", "H", "H"], "xyz": [[-1.21, 0.11, -1.25], [-0.28, -0.05, -0.29], [0.21, 0.98, 0.74], [0.50, -1.29, -0.36], [1.26, -1.82, 0.58], [2.06, -2.99, 0.51], [1.83, -3.80, -0.39], [2.94, -3.15, 1.36], [-1.68, 1.01, -1.39], [-1.43, -0.77, -1.75], [-0.44, 0.86, 1.54], [0.12, 2.01, 0.25], [1.12, 0.78, 1.04], [0.57, -1.87, -1.23], [1.26, -1.25, 1.54]], "homo_energy_ha": -0.3604, "multiplicity": 1, "smiles": "C=C(C)/C=C/[N+](=O)[O-]"}

---

--- C ---
{"formula": "C5H7NO2", "method": "ωB97M-V with the def2-TZVPD basis set", "symbols": ["C", "C", "O", "C", "N", "O", "H", "H", "H", "H", "H", "C", "C", "H", "H"], "xyz": [[0.14, 1.51, 1.06], [0.38, 0.07, 0.66], [1.11, -0.69, 1.29], [0.63, 0.05, -1.00], [1.28, -1.07, -1.33], [0.36, 0.97, -1.74], [0.13, 1.60, 2.15], [-0.82, 1.82, 0.65], [0.90, 2.15, 0.62], [1.58, -1.67, -0.58], [1.59, -1.22, -2.28], [-1.80, -0.75, -0.46], [-1.61, -0.91, 0.74], [-2.03, -0.54, -1.47], [-1.82, -1.32, 1.69]], "homo_energy_ha": -0.3269, "multiplicity": 1, "smiles": "CC(=O)C(N)=O.C#C"}

---

Relative energies, eV: A 0.358; B 1.642; C 0.000.

---

--- A ---
{"formula": "C5H7NO2", "method": "ωB97M-V with the def2-TZVPD basis set", "symbols": ["C", "C", "C", "C", "C", "O", "N", "O", "H", "H", "H", "H", "H", "H", "H"], "xyz": [[-0.33, 0.11, 1.68], [-0.41, -1.03, 0.33], [0.14, 1.20, 0.92], [0.83, -0.44, -0.56], [0.71, -0.01, -1.82], [-1.62, -0.66, -0.34], [0.19, 2.32, 0.53], [-0.24, -2.23, 0.63], [-2.02, -1.49, -0.63], [0.48, 2.66, -0.38], [0.44, -0.30, 2.33], [-1.27, 0.27, 2.20], [1.80, -0.75, -0.18], [-0.26, 0.25, -2.22], [1.56, 0.10, -2.48]], "homo_energy_ha": -0.3020, "multiplicity": 1}

---

--- B ---
{"formula": "C5H7NO2", "method": "ωB97M-V with the def2-TZVPD basis set", "symbols": ["C", "C", "C", "C", "C", "H", "H", "H", "H", "H", "H", "H", "N", "O", "O"], "xyz": [[0.10, 0.41, -0.35], [0.66, -0.94, -0.62], [-0.39, -0.55, 0.56], [-1.80, -0.50, 0.29], [-3.01, -0.24, -0.15], [0.84, 1.77, 1.14], [0.76, 2.50, -0.47], [-0.47, 0.65, -1.21], [0.10, -1.67, -1.27], [2.42, -0.20, -0.27], [1.40, -0.53, 1.77], [-3.97, -0.47, -1.10], [1.01, 1.58, 0.12], [2.16, -1.24, -0.36], [0.17, -0.59, 1.91]], "homo_energy_ha": -0.3283, "multiplicity": 1}

---

--- C ---
{"formula": "C5H7NO2", "method": "ωB97M-V with the def2-TZVPD basis set", "symbols": ["C", "C", "C", "C", "C", "H", "H", "H", "H", "H", "H", "H", "N", "O", "O"], "xyz": [[1.54, -0.44, 0.84], [-1.40, -0.54, -0.45], [-1.25, 0.58, 0.58], [-0.15, 0.96, -0.39], [-1.05, 0.52, -1.55], [1.68, -1.53, 1.07], [-2.29, -1.17, -0.53], [-1.06, 0.29, 1.63], [-2.03, 1.35, 0.72], [0.38, 1.92, -0.35], [-1.87, 1.20, -1.78], [-0.63, 0.01, -2.42], [0.72, -0.29, -0.28], [2.04, 0.50, 1.50], [-0.21, -1.31, -0.33]], "homo_energy_ha": -0.3360, "multiplicity": 1}

---

--- D ---
{"formula": "C5H7NO2", "method": "ωB97M-V with the def2-TZVPD basis set", "symbols": ["C", "C", "C", "C", "C", "H", "H", "H", "H", "H", "H", "H", "N", "O", "O"], "xyz": [[0.97, -0.66, -0.01], [0.61, 1.72, -0.18], [-0.65, 0.92, 0.36], [-1.75, -0.93, -0.07], [-0.49, -0.46, 0.63], [2.62, 0.85, -0.06], [0.52, 1.75, -1.41], [0.80, 2.72, 0.37], [-1.45, 1.01, 1.24], [-2.61, -1.10, 0.56], [-1.45, -1.56, -0.93], [-0.13, -0.84, 1.81], [1.66, 0.59, 0.12], [1.37, -1.79, -0.27], [-1.62, 0.49, -0.58]], "homo_energy_ha": -0.3341, "multiplicity": 1}

---

Relative energies, eV: A 1.044; B 5.163; C 0.000; D 1.178.

---

--- A ---
{"formula": "C4H11N3S", "method": "ωB97M-V with the def2-TZVPD basis set", "symbols": ["H", "N", "C", "N", "C", "C", "S", "N", "C", "H", "H", "H", "H", "H", "H", "H", "H", "H", "H"], "xyz": [[-2.82, -0.44, 0.20], [-1.99, -0.39, -0.41], [-0.91, -0.83, 0.17], [-0.84, -1.69, 1.23], [0.45, -0.43, -0.44], [0.27, 0.66, -1.52], [-0.17, 0.03, -3.16], [1.37, -0.04, 0.65], [1.01, 1.17, 1.36], [0.04, -1.68, 1.77], [-1.63, -1.77, 1.82], [0.87, -1.34, -0.92], [1.24, 1.15, -1.64], [-0.44, 1.40, -1.20], [-1.41, -0.38, -2.85], [2.25, 0.04, 0.23], [1.90, 1.69, 1.72], [0.34, 0.92, 2.21], [0.47, 1.93, 0.76]], "homo_energy_ha": -0.3161, "multiplicity": 1, "smiles": "[H]/N=C(\\N)[C@@H](CS)NC"}

---

--- B ---
{"formula": "C4H11N3S", "method": "ωB97M-V with the def2-TZVPD basis set", "symbols": ["C", "C", "C", "C", "N", "N", "N", "S", "H", "H", "H", "H", "H", "H", "H", "H", "H", "H", "H"], "xyz": [[0.24, -3.01, 3.06], [-2.65, 0.33, -3.31], [0.83, -1.85, 3.07], [-4.38, 1.60, -2.27], [1.53, -0.51, -0.39], [3.44, 0.77, 0.59], [-3.40, 0.50, -2.31], [2.00, 0.22, 0.82], [0.51, -3.71, 2.34], [-0.50, -3.26, 3.83], [-1.92, -0.41, -3.27], [-2.58, 1.10, -4.19], [1.66, -1.57, 2.45], [0.60, -1.07, 3.78], [-5.35, 1.10, -2.19], [-4.29, 2.17, -1.29], [-4.44, 2.21, -3.11], [2.01, -0.59, -1.20], [4.07, 1.27, 1.24]], "homo_energy_ha": -0.3502, "multiplicity": 1}

---

Relative energies, eV: A 0.000; B 4.294.